No. 1
A structure of composition C28H50BBaGeN4O2SSi3, computed with the ωB97M-V functional and the def2-TZVPD basis.

XYZ file:
```
91
Properties=species:S:1:pos:R:3:forces:R:3
Ba -0.920 0.047 -0.839 -0.55 -0.30 -0.55
N -1.642 -2.639 -4.454 -0.04 -0.08 0.00
C -1.987 -1.614 -3.653 0.07 0.21 0.00
S -2.831 -1.982 -2.195 0.14 0.13 -0.03
N -1.589 -0.425 -4.135 -0.09 -0.14 -0.11
N -1.900 0.609 -3.336 0.12 0.06 0.36
C -1.685 1.811 -3.749 -0.11 0.00 0.03
C -1.226 2.139 -5.126 -0.01 0.01 0.04
C -1.987 1.753 -6.225 0.01 0.00 -0.02
C -1.565 2.060 -7.510 0.02 0.01 0.01
C -0.373 2.745 -7.709 -0.02 -0.01 0.01
C 0.394 3.126 -6.618 0.00 -0.01 0.01
C -0.034 2.827 -5.332 0.01 0.02 0.00
C -1.963 2.902 -2.775 0.17 -0.12 -0.20
C -2.056 4.223 -3.209 -0.11 0.06 0.05
C -2.331 5.219 -2.291 0.01 0.04 -0.03
C -2.493 4.885 -0.957 -0.01 0.01 0.02
C -2.358 3.555 -0.604 -0.01 -0.09 -0.03
N -2.101 2.579 -1.475 0.10 0.11 0.03
H -1.925 -3.571 -4.215 0.01 0.00 0.01
H -1.197 -2.439 -5.334 0.00 0.00 -0.01
H -2.905 1.204 -6.066 0.00 0.00 -0.01
H -2.165 1.758 -8.359 0.00 0.00 0.00
H -0.043 2.980 -8.712 0.00 0.00 0.00
H 1.327 3.655 -6.767 0.00 0.00 0.00
H 0.564 3.129 -4.480 0.00 0.00 0.00
H -1.929 4.453 -4.257 -0.01 0.00 0.00
H -2.421 6.248 -2.617 0.00 0.00 0.00
H -2.711 5.629 -0.204 0.00 0.00 0.00
H -2.460 3.255 0.434 0.01 -0.01 0.00
C -2.835 -2.298 4.025 -0.04 -0.02 0.08
Si -2.245 -3.296 2.538 -0.03 0.08 -0.11
C -3.723 -3.453 1.384 -0.08 0.00 -0.01
C -1.892 -5.032 3.171 0.00 -0.10 -0.01
Ge -0.471 -2.201 1.405 0.15 -0.09 0.45
Si 1.090 -1.905 3.179 -0.02 0.01 -0.08
C 2.867 -1.732 2.570 0.07 0.01 -0.04
C 1.143 -3.240 4.506 0.01 -0.01 0.09
C 0.701 -0.301 4.104 -0.03 0.04 0.02
Si 0.527 -3.974 0.167 -0.09 0.11 -0.04
C -0.767 -5.030 -0.694 -0.09 -0.02 0.00
C 1.617 -5.170 1.124 0.05 -0.06 0.05
C 1.592 -3.210 -1.199 0.04 0.01 -0.04
H -3.762 -2.741 4.402 0.01 0.04 0.04
H -3.040 -1.256 3.766 0.01 0.00 -0.02
H -2.108 -2.305 4.841 0.01 0.01 -0.02
H -4.531 -4.014 1.864 0.00 0.01 -0.02
H -3.460 -3.963 0.454 0.01 0.00 0.00
H -4.111 -2.467 1.117 0.00 0.00 -0.02
H -2.771 -5.401 3.709 0.03 -0.03 0.00
H -1.037 -5.073 3.847 0.02 0.02 0.02
H -1.698 -5.717 2.341 0.01 0.00 0.03
H 3.256 -2.679 2.188 -0.01 0.01 0.00
H 3.510 -1.418 3.399 0.01 -0.01 -0.02
H 2.945 -0.987 1.777 0.02 0.01 0.00
H 1.313 -4.235 4.091 0.01 0.00 -0.02
H 0.216 -3.268 5.084 0.00 -0.02 -0.01
H 1.964 -3.016 5.196 -0.03 -0.04 0.03
H 0.701 0.542 3.408 0.01 -0.02 0.01
H 1.443 -0.107 4.885 -0.02 0.01 0.00
H -0.285 -0.348 4.574 0.00 0.00 0.00
H -1.368 -5.573 0.039 0.00 -0.01 -0.03
H -0.300 -5.766 -1.356 0.01 0.01 0.00
H -1.445 -4.405 -1.281 0.01 -0.03 -0.02
H 1.036 -5.672 1.901 0.01 -0.01 0.00
H 2.469 -4.686 1.604 -0.01 0.00 -0.01
H 2.000 -5.935 0.442 0.02 -0.01 0.04
H 0.963 -2.645 -1.898 0.00 -0.01 -0.01
H 2.107 -3.977 -1.784 0.01 0.03 -0.01
H 2.347 -2.534 -0.788 0.00 0.00 0.00
C 0.815 3.777 2.719 0.02 0.00 0.02
C 1.797 3.684 1.564 -0.13 0.01 -0.07
C 2.261 5.057 1.135 0.02 0.01 0.00
O 1.043 3.080 0.432 0.07 0.05 0.09
B 1.348 1.766 0.497 0.00 0.08 -0.03
O 2.314 1.392 1.340 0.23 -0.03 0.09
C 2.936 2.645 1.800 0.03 0.05 0.00
C 3.342 2.466 3.246 -0.01 -0.04 0.02
C 4.151 2.869 0.914 0.00 0.00 0.01
H -0.047 4.364 2.401 -0.01 0.00 0.01
H 1.270 4.270 3.579 -0.01 0.00 -0.01
H 0.470 2.790 3.031 0.00 0.01 0.00
H 1.396 5.701 0.978 0.00 0.01 0.00
H 2.833 5.018 0.211 0.00 0.00 0.01
H 2.882 5.502 1.915 0.00 0.01 -0.01
H 2.506 2.135 3.860 0.02 0.01 -0.01
H 3.734 3.402 3.648 0.00 0.00 0.00
H 4.124 1.710 3.306 0.00 0.01 0.01
H 3.865 2.993 -0.131 0.00 0.00 0.01
H 4.802 1.999 0.992 0.01 0.00 0.00
H 4.709 3.750 1.231 0.00 -0.01 0.00
```
Forces are in eV/Å.

The HOMO energy (spin up / spin down) is -6.400 / -6.330 eV. Its net charge is 0. The gap between HOMO and LUMO (spin up / spin down) is 6.078 / 4.571 eV. The calculation puts the max |F| at 0.01618 hartree/bohr. The value obtained for the energy is -4860.515898 hartree. As for the expectation value of S²: 0.75. Its spin multiplicity is 2.



No. 2
A cluster of 7 separate species, C13H40N6O7 in total, computed with the ωB97M-V functional and the def2-TZVPD basis.

XYZ file:
```
66
Properties=species:S:1:pos:R:3:forces:R:3
N 10.234 14.673 8.838 -1.45 -1.54 -1.26
C 9.266 13.827 9.317 -0.55 -1.29 0.95
N 9.509 13.415 10.614 -0.02 0.55 -0.97
O 8.297 13.405 8.662 1.68 1.31 0.34
H 10.791 15.208 9.425 0.84 1.00 1.13
H 9.931 15.054 7.980 0.17 0.68 -0.93
H 10.462 13.489 10.960 -0.76 -0.20 0.20
H 8.773 12.888 11.070 0.64 -0.24 0.36
N 8.619 5.882 10.978 1.46 0.14 0.13
C 10.008 5.828 11.059 -0.17 1.01 -0.41
N 10.619 5.940 12.262 0.25 -0.14 0.83
O 10.708 5.803 10.056 -0.41 -0.43 -0.41
H 8.340 5.677 10.056 -0.53 -0.16 -0.95
H 7.972 5.641 11.692 0.02 -0.20 0.66
H 10.179 6.389 13.051 -0.02 -0.05 -0.13
H 11.620 6.078 12.149 -0.45 0.02 0.28
N 10.563 9.301 10.932 -0.57 0.71 0.56
C 11.625 9.207 11.792 0.64 0.51 -1.02
N 12.747 8.906 11.065 1.13 -1.37 0.39
O 11.639 9.466 12.997 -0.28 -0.29 -0.52
H 9.860 9.930 11.328 -0.13 -0.25 -0.57
H 10.884 9.489 9.970 -0.68 0.01 0.58
H 13.564 8.675 11.651 -0.63 -0.07 -0.78
H 12.587 8.315 10.220 0.45 0.80 1.16
C 5.841 10.252 12.196 -1.09 -1.45 3.62
C 6.938 10.731 11.413 2.62 2.42 -1.37
C 6.483 11.793 10.397 -1.55 -1.22 1.46
O 8.019 11.395 12.247 -1.48 -0.90 -0.82
H 5.167 10.986 12.646 0.33 0.50 -0.28
H 6.260 9.707 13.094 -0.53 0.11 -0.85
H 5.188 9.580 11.676 -0.16 -0.55 -0.52
H 7.401 9.911 10.834 0.07 0.16 0.46
H 7.271 12.302 9.959 1.34 0.52 -1.10
H 5.880 12.558 10.910 -0.08 -0.34 -0.12
H 5.885 11.275 9.632 0.08 0.39 0.09
H 8.061 11.019 13.153 0.18 -0.07 -0.62
C 11.139 10.632 15.966 -0.42 -0.41 -0.89
C 9.623 10.528 15.633 0.62 0.51 0.82
C 8.916 11.824 15.883 -0.30 0.69 0.01
O 9.349 10.136 14.328 -0.36 -0.59 -0.63
H 11.312 10.607 17.030 -0.04 -0.04 0.35
H 11.670 11.489 15.556 -0.39 0.41 -0.12
H 11.631 9.789 15.491 0.13 -0.35 0.23
H 9.217 9.814 16.375 0.01 -0.18 -0.51
H 9.265 12.650 15.240 0.11 -0.37 0.25
H 9.146 12.012 16.909 -0.04 0.86 0.86
H 7.823 11.795 15.793 0.21 -0.35 -0.10
H 10.163 9.997 13.817 0.33 -0.25 -0.05
C 15.177 6.194 8.986 -1.00 0.87 -0.21
C 14.549 5.706 10.292 -0.56 -1.96 -1.69
O 14.984 6.497 11.339 1.96 -0.09 0.86
H 16.278 6.171 9.037 -0.35 -0.40 -0.22
H 14.915 7.272 8.972 0.16 -0.40 -0.47
H 14.747 5.701 8.071 0.68 0.37 0.90
H 14.771 4.597 10.371 -0.01 1.00 0.52
H 13.458 5.763 10.286 0.01 0.13 -0.29
H 15.964 6.383 11.290 -0.99 0.54 0.60
C 9.897 10.860 6.496 0.43 -1.30 -0.85
C 10.859 11.064 7.580 1.23 1.52 1.15
O 11.652 9.905 7.901 -0.58 0.12 0.38
H 10.484 10.459 5.653 -0.63 -0.11 -0.06
H 9.406 11.747 6.181 -0.31 0.94 -0.13
H 9.148 10.183 6.855 -0.59 -0.66 -0.27
H 10.309 11.439 8.480 0.77 -0.29 -0.44
H 11.602 11.800 7.226 -0.36 0.13 0.58
H 11.363 9.200 7.324 -0.07 -0.39 -0.17
```
Forces are in eV/Å.

The HOMO energy is -9.650 eV. Its net charge is 0. The gap between HOMO and LUMO is 10.328 eV. The calculation puts the max |F| at 0.07885 hartree/bohr. Its SMILES is NC(N)=O.NC(N)=O.NC(N)=O.CC(C)O.CC(C)O.CCO.CCO. The value obtained for the energy is -1374.603704 hartree.